1.
Here is one molecule with the formula C5H6O from the OMol25 dataset. Energies are from ωB97M-V with the def2-TZVPD basis set.

Values from the calculation:
- Kohn-Sham gap (hartree) = 0.3946
- SMILES = C#CCC(C)=O
- LUMO energy (eV) = 0.9

Each line ends with the Löwdin charge.
CARTESIAN COORDINATES (ANGSTROEM)
C  -0.77257  2.41026  -1.07986  0.120
C  -1.02712  1.23347  -1.03499  -0.149
C  -0.75466  -0.16184  -0.69994  -0.138
C  0.44422  -0.12612  0.28325  -0.437
C  0.78685  -1.34964  1.09513  -0.017
O  1.11859  0.86617  0.41856  0.079
H  -0.45332  3.42914  -1.06083  0.038
H  -1.60489  -0.72653  -0.29223  0.117
H  -0.44061  -0.71342  -1.59950  0.128
H  0.20897  -2.24644  0.85901  0.077
H  0.63757  -1.08120  2.14716  0.093
H  1.85696  -1.53385  0.96424  0.089



2.
Here is C40H76As2Cl12F12O18Zn as an isolated structure from the OMol25 dataset. Energies are from ωB97M-V with the def2-TZVPD basis set.

Values from the calculation:
- Kohn-Sham gap (hartree) = 0.3599
- LUMO energy (eV) = 0.0

Each line ends with the Löwdin charge.
CARTESIAN COORDINATES (ANGSTROEM)
Zn  0.99654  2.52031  0.68301  0.657
As  0.70555  -0.86311  -0.63008  0.975
F  1.33467  -1.92162  0.69045  -0.260
F  -0.96718  -1.17319  -0.09991  -0.271
F  0.04033  0.05513  -1.98968  -0.252
F  2.37834  -0.41581  -1.21679  -0.260
F  0.72314  -2.26876  -1.71048  -0.264
F  0.81138  0.60549  0.43988  -0.257
As  2.97984  5.67553  0.88090  0.991
F  2.73788  5.60282  -0.92119  -0.266
F  4.10217  7.10836  0.85650  -0.273
F  2.94418  5.68315  2.66810  -0.263
F  1.83805  4.26169  0.95842  -0.283
F  4.30281  4.46237  0.82110  -0.251
F  1.53024  6.72599  0.95242  -0.264
O  1.10675  -0.50460  5.26226  0.059
C  0.35007  -0.83196  6.18544  -0.529
O  -0.09831  -2.02402  6.42753  0.003
C  0.44654  -3.18099  5.79692  -0.199
C  -0.24611  -4.39266  6.42322  -0.049
C  -0.17461  0.26515  7.11813  0.034
H  1.48545  -3.21539  6.12489  0.122
H  0.51555  -3.17226  4.70913  0.126
H  -0.70644  -4.14396  7.37943  0.082
H  0.46236  -5.16865  6.71311  0.075
H  -0.91879  -4.79650  5.66658  0.074
H  -0.86136  -0.13907  7.86182  0.081
H  -0.75490  1.03802  6.61410  0.065
H  0.69659  0.72750  7.58216  0.090
O  -0.51083  2.08649  2.08275  0.044
C  -0.94796  1.93716  3.22914  -0.422
O  -1.48726  0.78299  3.70044  0.011
C  -1.50948  -0.36528  2.84734  -0.237
C  -2.41617  -1.36064  3.52774  -0.047
C  -1.12756  3.08704  4.16424  0.057
H  -0.51794  -0.77326  2.65112  0.115
H  -1.94243  -0.22719  1.85659  0.065
H  -3.46023  -1.07514  3.39919  0.073
H  -2.23761  -1.56838  4.58276  0.073
H  -2.17620  -2.32057  3.07053  0.076
H  -1.70524  3.79960  3.57548  0.074
H  -0.14367  3.49172  4.40147  0.099
H  -1.52395  2.82319  5.14473  0.086
O  2.28678  2.50783  -0.90156  0.020
C  2.97722  2.49709  -1.92635  -0.441
O  4.27852  2.24149  -2.02271  0.018
C  5.07565  1.80640  -0.95824  -0.197
C  5.77671  0.53575  -1.49100  -0.044
C  2.40550  2.85323  -3.27061  0.053
H  4.48376  1.63327  -0.05948  0.106
H  5.80479  2.58732  -0.74236  0.127
H  6.57322  0.24564  -0.80578  0.076
H  6.24563  0.66211  -2.46683  0.080
H  5.07898  -0.29956  -1.55030  0.050
H  2.38704  3.92430  -3.47203  0.096
H  1.37417  2.50122  -3.29430  0.087
H  2.99260  2.41831  -4.07949  0.078
O  1.60257  -1.53895  -6.14449  0.052
C  1.99166  -0.48114  -5.57834  -0.466
O  1.59957  0.73200  -5.90004  -0.013
C  0.57302  0.91658  -6.81899  -0.234
C  0.17306  2.42136  -6.88216  -0.041
C  3.14184  -0.45766  -4.54966  0.032
H  -0.29586  0.29585  -6.60026  0.096
H  0.93414  0.60158  -7.79801  0.126
H  0.96297  3.14954  -7.06625  0.077
H  -0.25450  2.57841  -5.89189  0.056
H  -0.62821  2.49877  -7.61706  0.077
H  3.15779  0.49966  -4.02871  0.040
H  4.09984  -0.64183  -5.03586  0.094
H  3.05240  -1.15817  -3.71937  0.045
O  -6.32653  -5.38100  2.11227  0.094
C  -6.98816  -4.70016  1.34768  -0.471
O  -6.43803  -4.06490  0.20551  -0.046
C  -5.08247  -4.20669  -0.08202  -0.241
C  -4.18170  -3.19933  0.69609  -0.107
C  -8.40657  -4.41756  1.61838  0.010
H  -4.97319  -3.96964  -1.14030  0.089
H  -4.68435  -5.21325  0.04621  0.120
H  -4.18300  -3.46926  1.75214  0.067
H  -4.42665  -2.13963  0.62453  -0.007
H  -3.16565  -3.24333  0.30391  0.037
H  -8.49067  -3.34588  1.79872  0.087
H  -8.85502  -5.03620  2.39573  0.095
H  -8.98113  -4.64639  0.72082  0.091
O  2.47919  1.99563  2.15654  0.020
C  3.32111  1.83455  3.07571  -0.370
O  4.16804  0.76347  3.19919  0.008
C  4.11974  -0.40725  2.38349  -0.200
C  3.18395  -1.42697  3.04756  -0.068
C  3.49645  2.94073  4.10108  0.032
H  5.10409  -0.87348  2.34116  0.122
H  3.86577  -0.20304  1.34334  0.104
H  3.51702  -1.58761  4.07292  0.081
H  3.22457  -2.37676  2.51432  0.053
H  2.17065  -1.02535  3.05127  0.051
H  3.81695  2.54816  5.06610  0.087
H  2.62393  3.57461  4.25919  0.079
H  4.33368  3.60296  3.88066  0.094
O  -0.38998  2.96328  -0.67296  0.027
C  -1.02907  3.29961  -1.69022  -0.467
O  -1.17755  4.45933  -2.17128  0.046
C  -0.49374  5.60594  -1.64953  -0.171
C  -0.14142  6.38169  -2.90350  -0.047
C  -1.84139  2.27266  -2.52363  0.038
H  0.31195  5.35595  -0.95928  0.095
H  -1.20749  6.22448  -1.10541  0.126
H  0.38599  7.32020  -2.73279  0.088
H  -1.00530  6.61885  -3.52443  0.082
H  0.48356  5.74101  -3.52561  0.070
H  -2.09675  1.33992  -2.02078  0.038
H  -1.20299  2.05459  -3.37978  0.066
H  -2.71684  2.71298  -3.00093  0.093
O  1.55080  -5.66630  -6.14814  0.092
C  1.45029  -5.65185  -4.92557  -0.484
O  2.00568  -6.48692  -4.05550  -0.049
C  2.89459  -7.46976  -4.46711  -0.267
C  2.09589  -8.64885  -5.03750  -0.055
C  0.72160  -4.46905  -4.21381  0.010
H  3.38128  -7.80398  -3.55084  0.068
H  3.62778  -7.04311  -5.15159  0.131
H  2.68059  -9.56524  -4.95712  0.073
H  1.98274  -8.45811  -6.10471  0.070
H  1.08038  -8.72781  -4.64944  0.086
H  0.69872  -4.44453  -3.12433  0.010
H  -0.30593  -4.35043  -4.55763  0.070
H  1.32523  -3.58472  -4.41800  0.071
O  -1.15018  4.89736  1.47633  0.088
C  -1.65328  5.89157  1.90589  -0.543
O  -2.91605  6.25545  1.79473  0.022
C  -3.78708  5.31241  1.23795  -0.247
C  -4.44638  4.54642  2.30748  -0.093
C  -0.80035  6.97071  2.59351  0.030
H  -3.33854  4.70851  0.44915  0.123
H  -4.60459  5.83209  0.73825  0.131
H  -5.43640  4.22109  1.98792  0.013
H  -4.51965  5.25181  3.13522  0.096
H  -4.00837  3.63844  2.72201  0.055
H  -0.49406  7.76301  1.91047  0.084
H  0.16124  6.57895  2.92513  0.070
H  -1.35091  7.34809  3.45525  0.084
C  -5.89822  0.95627  1.54656  -1.432
Cl  -6.85618  2.36126  1.00828  0.551
Cl  -4.19874  1.12788  1.01814  0.569
Cl  -6.59512  -0.52139  0.78636  0.552
H  -5.83963  0.96245  2.63498  0.028
C  -0.27170  -5.12961  -0.18039  -1.443
Cl  -1.14214  -5.45884  1.38526  0.491
Cl  -1.31044  -5.53187  -1.58988  0.551
Cl  1.27328  -6.00739  -0.13869  0.555
H  -0.00790  -4.07286  -0.22273  -0.022
C  3.96354  -4.41495  -1.67344  -1.505
Cl  4.56737  -6.05311  -1.96388  0.571
Cl  4.86533  -3.37537  -2.78390  0.541
Cl  4.28314  -3.91656  0.02562  0.504
H  2.89872  -4.29072  -1.87055  -0.017
C  -2.41271  -2.15685  -3.14334  -1.437
Cl  -1.96517  -1.02815  -4.51967  0.514
Cl  -3.33565  -3.55250  -3.76561  0.521
Cl  -3.37963  -1.22664  -1.98580  0.574
H  -1.50924  -2.56034  -2.68613  -0.019